This record from the OMol25 dataset describes a molecular structure, C15H21AsCsF7KO9S5 at a distorted geometry. The level of theory is the ωB97M-V functional and the def2-TZVPD basis.

Summary:
Energy ... -185213.8564 eV
Charge ... +1
Maximum force ... 13.68 eV Å⁻¹
E_LUMO ... -4.29 eV

Last column: Löwdin charge in e.
Atoms and positions in Å:
C 0.2707 2.8123 1.5522  -0.42
C -0.7685 4.0968 1.5594  -0.51
S -2.0978 4.0286 0.2416  0.81
C -3.7886 3.5825 1.0019  -0.40
C -3.8447 1.9442 1.0297  -0.28
C -5.2770 1.1655 1.2022  -0.21
O -6.5482 1.5895 1.0272  0.04
O -4.8020 -0.1848 1.6533  -0.09
C -3.3955 -0.1962 2.1769  -0.75
S -3.0760 -0.9574 3.8585  0.77
S -2.1970 -1.1416 1.0749  0.90
O -0.9393 -1.6660 1.8700  -0.38
O -1.7260 -0.3480 -0.1783  -0.35
F -2.9989 -2.5944 0.5232  -0.23
C -3.1440 1.4243 2.4182  -0.50
S -4.3596 1.7850 3.8375  0.77
H -0.2086 1.8539 1.0297  0.08
H 0.4150 2.5040 2.6961  0.12
H 1.3411 3.0723 1.1233  -0.38
H -1.2693 4.2834 2.6114  0.10
H -0.0969 5.0509 1.3256  0.05
H -3.9549 4.0569 2.0596  0.08
H -4.6548 3.9363 0.2611  0.13
H -3.3935 1.6529 -0.0102  0.14
H -2.0861 -0.1449 4.4957  -0.03
H -2.0655 1.7956 2.6991  0.12
H -4.2432 3.1521 4.2346  -0.07
F 5.5644 5.5606 1.6527  -0.24
As 3.7517 5.6283 1.7585  0.98
F 3.6357 4.1392 0.7243  -0.57
F 3.7033 6.6664 0.2684  -0.28
F 1.9394 5.6958 1.8646  -0.59
F 3.8677 7.1176 2.7929  -0.33
F 3.8005 4.5895 3.2487  -0.25
C 1.6819 -1.5876 -0.9873  0.09
C 2.0482 -2.5280 -1.8604  -0.17
C 2.6582 -2.1712 -3.1712  -0.27
O 3.0021 -3.0577 -3.9450  0.15
C 2.8209 -0.7441 -3.4899  0.11
C 2.4514 0.1962 -2.6182  -0.20
C 1.8670 -0.1615 -1.2965  -0.29
O 1.5539 0.7248 -0.5086  -0.42
O 2.5990 1.5392 -2.9124  0.03
O 1.8748 -3.8705 -1.5779  0.10
H 1.2393 -1.8330 -0.0301  0.13
H 3.2491 -0.4984 -4.4533  0.15
H 2.2610 2.0176 -2.1241  -0.09
H 2.2183 -4.3489 -2.3637  0.09
K 1.6518 7.5341 1.8740  1.09
Cs 1.9518 2.8198 -0.2382  2.18
C 1.8868 -8.3485 -3.6595  -0.27
S 0.4284 -7.2796 -3.6963  0.84
O 0.8570 -5.9157 -3.2417  -0.57
C -0.4172 -8.0741 -2.3081  -0.27
H 2.5845 -8.0110 -4.4296  0.05
H 2.3699 -8.2881 -2.6815  0.06
H 1.5894 -9.3787 -3.8683  0.06
H 0.2098 -8.0307 -1.4145  0.06
H -0.6378 -9.1135 -2.5622  0.06
H -1.3529 -7.5421 -2.1203  0.05

Cartesian forces (eV/Å) of the 6 atoms listed first:
C -2.6819 -0.2719 4.7844
C 0.8912 0.4260 0.7258
S -0.5402 0.2612 0.7080
C -1.2395 -0.9839 0.0032
C -0.4711 1.5050 0.6037
C -4.1191 2.7081 -0.5663